Record 1
DFT (wB97M-V/def2-TZVPD) results for a 2-piece molecular cluster, C5H10N2O overall at a distorted geometry.

total energy	-10373.10675	eV
ΔE to the lowest compared entry with this formula, charge and spin	50.7	kcal/mol
structure (SMILES)	[H]/N=C(/C)O.C=C=NC
orbital gap	9.5	eV
charge	0

Positions of all 18 atoms, in Å:
H1 0.72003 2.24275 -1.41201
N1 1.26362 1.38589 -1.36890
C1 1.38191 0.90257 -0.22220
C2 2.18604 -0.33117 0.03507
O1 0.72135 1.43644 0.88047
H2 1.54338 -1.10782 0.44334
H3 2.61255 -0.68382 -0.89833
H4 2.97932 -0.11620 0.74991
H5 0.95462 0.96402 1.68986
C3 -1.99846 0.04326 1.90228
C4 -1.43198 -0.30041 0.77967
N2 -0.92153 -0.90472 -0.14837
C5 -1.31428 -0.96696 -1.52061
H6 -2.75273 -0.56985 2.36344
H7 -1.78234 0.99149 2.36403
H8 -1.36135 -2.01971 -1.80400
H9 -2.27214 -0.48099 -1.72995
H10 -0.52801 -0.48476 -2.10369

Mulliken population analysis, charges in e, atoms 1 to 2:
1. H 0.26
2. N -0.67

***

Record 2
DFT (wB97M-V/def2-TZVPD) results for one molecule with the formula C5H10N2O at a distorted geometry.

total energy	-10370.62280	eV
ΔE to the lowest compared entry with this formula, charge and spin	108.0	kcal/mol
structure (SMILES)	CC1(/[N+]([O-])=C/N)CC1
orbital gap	8.3	eV
charge	0

Positions of all 18 atoms, in Å:
C1 -0.59841 1.17784 -0.83993
C2 0.03215 0.47959 0.37134
N1 0.98682 -0.72337 -0.20031
O1 2.22313 -0.57942 -0.05648
C3 0.29304 -1.72792 -0.64524
N2 0.83991 -2.88820 -1.07730
C4 -0.63853 0.37167 1.72102
C5 0.62577 1.19505 1.51841
H1 0.01753 1.30637 -1.72935
H2 -1.02759 2.25724 -0.75335
H3 -1.29863 0.41343 -1.25456
H4 -0.79221 -1.81082 -0.40727
H5 0.28369 -3.75345 -1.42363
H6 1.71744 -2.74357 -1.61311
H7 -0.56543 -0.60298 2.26518
H8 -1.52615 1.01021 2.06173
H9 0.47114 2.29551 1.77451
H10 1.64496 0.89628 1.90387

Mulliken population analysis, charges in e, atoms 1 to 2:
1. C -1.34
2. C 0.53

***

Record 3
DFT (wB97M-V/def2-TZVPD) results for C5H10N2O as an isolated structure at a distorted geometry.

total energy	-10367.37588	eV
ΔE to the lowest compared entry with this formula, charge and spin	182.9	kcal/mol
orbital gap	8.8	eV
charge	0

Positions of all 18 atoms, in Å:
C1 0.46470 -0.75806 -1.40162
C2 1.30751 -0.63968 0.79612
C3 -0.45606 0.71433 0.18195
C4 -1.78186 0.47556 0.69305
C5 -2.42924 -0.67181 0.29999
H1 -0.49388 -0.56029 -2.06018
H2 1.08715 0.01654 -1.80324
H3 0.77955 -1.81076 -1.72745
H4 1.85658 0.60101 0.70644
H5 1.20277 -0.78197 2.05841
H6 2.39055 -1.40440 0.59007
H7 -2.44209 1.32728 1.13074
H8 -1.59335 -1.42313 -0.15078
H9 -3.37304 -0.97104 0.54054
H10 1.89480 2.69012 0.15671
N1 0.05293 -0.61529 0.03595
N2 0.10313 1.93290 0.08807
O1 1.42989 1.87868 -0.13478

Mulliken population analysis, charges in e, atoms 1 to 2:
1. C -0.90
2. C -0.68

***

Record 4
DFT (wB97M-V/def2-TZVPD) results for C5H10N2O as an isolated structure at a distorted geometry.

total energy	-10365.25774	eV
ΔE to the lowest compared entry with this formula, charge and spin	231.7	kcal/mol
orbital gap	9.6	eV
charge	0

Positions of all 18 atoms, in Å:
C1 -0.01912 3.05151 -0.89477
C2 -0.00328 0.81965 -0.40406
C3 -0.43761 -0.29568 1.30038
C4 -0.42672 -1.36024 0.03950
C5 0.33907 -2.62231 0.37655
H1 -0.52058 3.40779 -2.23369
H2 -0.94206 3.36985 0.10171
H3 1.20873 3.58813 -0.43078
H4 0.79222 -0.45044 1.61421
H5 -1.18298 -0.62083 1.95749
H6 -1.55550 -1.45368 -0.33834
H7 0.91904 -2.26639 1.64686
H8 1.41515 -2.90681 -0.66796
H9 -0.30112 -3.71040 0.86851
H10 0.51869 -0.71645 -1.68027
N1 -0.48130 0.95808 0.72258
N2 0.39189 -0.57239 -0.79408
O1 0.28547 1.78059 -1.18383

Mulliken population analysis, charges in e, atoms 1 to 2:
1. C -0.61
2. C 0.42

***

Number 1: lowest unoccupied orbital energy 0.79 eV, E_HOMO -8.74 eV. Number 2: lowest unoccupied orbital energy 0.76 eV, E_HOMO -7.58 eV. Number 3: lowest unoccupied orbital energy 0.44 eV, E_HOMO -8.36 eV. Number 4: lowest unoccupied orbital energy 0.66 eV, E_HOMO -8.92 eV.